{"formula": "C5H8O3S", "method": "wB97M-V/def2-TZVPD", "elements": ["O", "C", "C", "C", "S", "O", "O", "C", "C", "H", "H", "H", "H", "H", "H", "H", "H"], "xyz": [[-1.37139, -2.67716, 1.24363], [-0.94595, -1.58494, 0.66907], [-0.35375, -0.47974, 1.56174], [-0.30294, 1.03213, 0.93308], [0.67676, 1.04741, -0.40193], [2.06326, 0.38627, -0.23202], [0.43572, 2.33469, -1.01025], [-0.34430, -0.02567, -1.38609], [-0.70171, -1.51862, -0.83049], [0.56769, -0.79841, 1.65745], [-0.63804, -0.60006, 2.62343], [0.14035, 1.88494, 1.74138], [-1.18633, 1.58252, 0.82145], [-1.31552, 0.38563, -1.15182], [0.07650, 0.14686, -2.34683], [0.12608, -2.43798, -1.16172], [-1.72761, -1.81132, -1.44716]], "de_lowest_ev": 4.0090, "smiles": "O=C1CCS(=O)(=O)CC1", "total_energy_ha": -819.0853, "orbital_gap_ev": 10.43}

---

{"formula": "C5H8O4Tl", "method": "wB97M-V/def2-TZVPD", "elements": ["O", "C", "O", "C", "O", "C", "O", "C", "C", "Tl", "H", "H", "H", "H", "H", "H", "H", "H"], "xyz": [[-0.93125, 1.92689, 0.25998], [-3.34576, 0.72775, -1.01480], [-4.52188, 0.82128, -0.81738], [0.15792, -2.08611, -1.02504], [-0.84089, -1.30878, -1.58476], [1.20475, -1.22037, -0.33063], [0.49795, -0.32223, 0.51717], [1.15500, 0.89373, 0.85371], [0.06511, 1.89594, 1.22054], [-1.37306, 0.15445, -0.42445], [0.69371, -2.70348, -1.77558], [-0.24647, -2.80181, -0.27443], [1.76224, -0.63342, -1.08071], [1.92301, -1.81746, 0.25481], [1.71311, 1.25136, -0.02879], [1.86868, 0.73109, 1.67807], [0.55840, 2.87996, 1.35632], [-0.34057, 1.61121, 2.21597]], "total_energy_ha": -668.5614, "multiplicity": 2, "orbital_gap_ev": [6.73, 9.42]}